Molecular formula: C30H55Cl14FN2O
Method: DFT, the ωB97M-V functional and the def2-TZVPD basis

```
103
Properties=species:S:1:pos:R:3:forces:R:3
C 8.6950 -1.4844 3.6756 -0.1 0.3 -0.3
C 8.4314 0.0178 3.8386 0.0 -0.2 0.1
O 7.5013 0.5253 2.9018 0.0 -0.1 -0.1
C 7.9648 0.5164 1.5689 0.0 0.2 0.1
C 6.8605 1.1081 0.7154 -0.1 -0.2 -0.2
C 5.7541 0.0818 0.3762 0.3 0.3 0.2
C 4.3516 0.6314 0.6359 0.0 0.0 -0.4
C 3.2501 -0.4241 0.7554 -0.1 0.4 0.0
C 3.0710 -1.1015 2.1309 -0.2 -0.2 -0.2
C 4.3264 -1.3136 2.8670 0.1 0.1 0.2
N 5.2473 -1.5006 3.5274 -0.1 -0.1 -0.1
C 2.1012 -0.3265 3.0544 0.4 0.2 0.2
C 2.3292 1.1816 3.2017 -0.4 0.2 0.3
C 3.5602 1.5433 4.0355 -0.1 0.1 -0.3
C 1.0916 1.7473 3.9107 0.2 -0.3 0.3
C 2.5065 -2.5364 1.8917 0.5 0.0 0.0
C 3.4549 -3.4535 1.1133 -0.2 0.0 -0.4
F 2.2839 -3.1136 3.1376 -0.1 0.0 0.0
C 1.2008 -2.4500 1.2099 -0.4 -0.1 0.3
N 0.1461 -2.4110 0.7581 0.2 0.0 -0.1
H 8.7993 -1.9659 4.6454 0.1 -0.1 0.0
H 9.5864 -1.6690 3.0764 0.0 -0.1 0.0
H 7.8376 -1.9195 3.1614 0.0 -0.1 0.1
H 9.3656 0.5882 3.7565 0.0 0.0 0.1
H 8.0007 0.2070 4.8203 -0.1 0.1 0.0
H 8.8902 1.1053 1.5000 0.0 0.0 0.0
H 8.1874 -0.5016 1.2232 0.1 0.0 0.1
H 6.4253 1.9403 1.2716 0.1 0.1 0.0
H 7.2949 1.5193 -0.1978 0.0 0.0 0.0
H 5.9333 -0.8145 0.9743 -0.1 0.0 0.0
H 5.8540 -0.1853 -0.6777 -0.1 -0.3 0.0
H 4.3699 1.3070 1.4893 0.0 -0.1 0.1
H 4.0773 1.2532 -0.2237 0.0 0.1 0.1
H 3.4022 -1.1593 -0.0375 0.0 -0.1 0.1
H 2.2979 0.0651 0.5384 0.1 -0.2 0.0
H 2.1901 -0.7606 4.0538 -0.2 -0.1 0.0
H 1.0750 -0.4991 2.7231 0.0 0.0 -0.2
H 2.3603 1.6814 2.2308 0.2 -0.2 -0.1
H 3.4510 1.1502 5.0489 0.1 0.0 0.0
H 3.6264 2.6309 4.1014 0.1 0.0 0.1
H 4.5022 1.1820 3.6243 0.0 0.0 0.1
H 1.2290 2.8049 4.1395 -0.1 0.1 -0.2
H 0.1796 1.5905 3.3364 0.0 0.2 -0.1
H 0.9684 1.2322 4.8714 0.0 0.0 0.0
H 4.4748 -3.0756 1.1030 0.0 0.0 0.2
H 3.1296 -3.5600 0.0793 0.0 0.1 0.0
H 3.4267 -4.4448 1.5591 0.0 0.0 0.1
Cl 5.1586 -2.5338 9.6965 0.0 0.0 0.0
C 4.4147 -2.1562 8.1187 -0.1 0.0 0.0
C 5.4079 -1.5987 7.1340 0.0 0.0 -0.1
Cl 5.9752 0.0286 7.5990 0.0 0.0 0.0
H 3.6005 -1.4586 8.2970 0.0 0.0 0.0
H 4.0046 -3.0866 7.7297 0.0 0.0 0.0
H 4.9433 -1.5062 6.1535 0.0 0.0 0.0
H 6.2805 -2.2398 7.0417 0.0 0.0 0.0
Cl 1.2650 4.5522 0.9184 0.0 0.0 0.0
C 1.6215 3.7041 -0.6102 0.1 0.0 -0.1
C 0.4796 2.8232 -1.0498 0.1 0.1 0.1
Cl 0.2622 1.4452 0.0615 -0.2 0.0 -0.1
H 2.5336 3.1310 -0.4591 0.0 0.0 0.0
H 1.8056 4.4654 -1.3666 0.0 0.0 0.0
H 0.6860 2.4152 -2.0373 0.0 0.0 0.0
H -0.4581 3.3692 -1.0818 0.0 0.0 0.1
Cl -3.3852 3.7965 -0.3412 0.0 0.1 0.0
C -3.9805 3.8254 -2.0233 0.0 0.0 0.0
C -3.8298 2.4875 -2.6984 0.0 0.1 0.0
Cl -2.1070 2.0776 -2.9352 -0.1 -0.1 -0.1
H -3.4278 4.5973 -2.5529 0.0 0.0 0.0
H -5.0322 4.1048 -1.9926 0.0 0.0 0.0
H -4.2990 2.5094 -3.6783 0.1 0.1 0.0
H -4.2792 1.6903 -2.1120 0.1 0.0 0.0
Cl -5.8920 0.6198 -4.6203 -0.1 -0.1 -0.1
C -6.5617 1.1568 -6.1876 0.0 0.0 0.0
C -5.5445 1.9178 -6.9937 0.0 0.0 -0.1
Cl -5.1394 3.4962 -6.2580 0.0 0.0 0.0
H -7.4414 1.7607 -5.9805 0.0 0.0 0.0
H -6.8664 0.2698 -6.7389 0.1 0.1 0.2
H -5.9444 2.1240 -7.9851 0.0 0.0 0.0
H -4.6192 1.3570 -7.0959 0.0 0.0 0.0
Cl -3.8418 3.1031 5.7808 0.0 0.0 0.0
C -2.1289 3.5414 5.5476 0.0 0.0 0.0
C -1.9373 4.4967 4.3976 0.1 0.1 0.0
Cl -2.2716 3.7323 2.8245 0.0 0.0 0.0
H -1.5704 2.6226 5.3927 0.0 0.0 0.0
H -1.7915 4.0104 6.4705 0.0 0.0 0.0
H -0.9015 4.8333 4.3743 0.0 0.0 0.0
H -2.5868 5.3632 4.4912 0.0 0.0 0.0
Cl -7.7498 -0.5244 -8.8721 -0.1 -0.1 -0.3
C -8.2698 -2.2361 -8.8983 0.0 -0.1 0.0
C -9.7341 -2.3822 -8.5836 -0.1 0.0 0.0
Cl -10.0930 -1.9604 -6.8900 0.0 0.1 0.0
H -7.6552 -2.7745 -8.1816 0.0 0.0 0.0
H -8.0638 -2.6158 -9.8970 0.0 0.0 0.0
H -10.0320 -3.4201 -8.7259 0.0 0.0 0.0
H -10.3446 -1.7477 -9.2211 0.0 0.0 0.0
Cl -11.6240 -5.7361 -9.9364 0.0 0.0 0.0
C -12.0586 -6.7398 -8.5247 0.0 -0.1 0.0
C -12.0679 -5.9388 -7.2489 -0.1 0.0 0.0
Cl -10.4313 -5.4134 -6.7816 0.0 -0.1 0.0
H -11.3483 -7.5604 -8.4726 0.0 0.0 0.0
H -13.0524 -7.1416 -8.7134 0.0 0.0 0.0
H -12.4549 -6.5480 -6.4342 0.0 0.0 0.0
H -12.6845 -5.0485 -7.3459 0.0 0.0 0.0
```
Forces are in eV/Å.

- Largest force on an atom: 0.60 eV/Å
- HOMO energy: -9.52 eV
- Gap between HOMO and LUMO: 9.985 eV